This record from OMol25 describes a 15-piece molecular cluster, C90H146O16 overall. The level of theory is ωB97M-V/def2-TZVPD.

Summary:
* frontier orbital gap: 0.311 hartree
* molar mass: 1484.14 g mol⁻¹
* electronic energy: -4720.6187 Ha
* net charge: 0
* HOMO level: -8.06 eV

The geometry in XYZ format:
```
252
C90H146O16 | OMol25 | ωB97M-V/def2-TZVPD
C -2.06 -3.27 7.40
C -1.68 -1.85 7.68
C -1.07 -1.21 6.39
C -0.61 0.26 6.62
C -1.75 1.23 6.92
C -2.61 1.52 5.71
H -2.23 -3.82 8.31
H -1.37 -3.87 6.84
H -3.02 -3.37 6.84
H -2.55 -1.27 7.94
H -0.95 -1.71 8.48
H -1.80 -1.27 5.62
H -0.27 -1.89 6.04
H 0.22 0.35 7.42
H -0.20 0.66 5.73
H -2.36 0.80 7.66
H -1.34 2.16 7.26
H -3.38 2.31 5.96
H -1.99 2.12 5.03
H -3.07 0.63 5.29
C -3.96 -5.25 0.48
C -2.96 -6.41 0.61
C -1.61 -6.12 -0.08
C -0.73 -5.08 0.53
C -0.24 -5.41 1.95
C 0.81 -6.50 2.02
H -4.96 -5.51 0.84
H -3.98 -5.04 -0.57
H -3.78 -4.32 1.03
H -2.83 -6.91 1.57
H -3.41 -7.09 -0.15
H -1.83 -5.95 -1.12
H -1.04 -7.04 -0.12
H 0.14 -4.98 -0.10
H -1.30 -4.13 0.68
H 0.20 -4.49 2.33
H -1.16 -5.68 2.50
H 1.75 -6.28 1.60
H 0.97 -6.89 3.05
H 0.44 -7.42 1.46
C 5.46 4.74 2.75
C 4.40 3.65 3.09
C 3.82 2.90 1.81
C 2.50 2.08 1.95
C 2.39 1.09 3.11
C 3.51 0.02 3.03
H 4.99 5.52 2.10
H 6.32 4.19 2.22
H 5.85 5.28 3.62
H 4.80 2.94 3.84
H 3.60 4.04 3.67
H 4.65 2.35 1.33
H 3.57 3.65 1.03
H 1.68 2.76 1.95
H 2.47 1.57 0.95
H 2.44 1.65 4.11
H 1.40 0.53 3.20
H 3.44 -0.80 3.81
H 3.56 -0.32 2.01
H 4.47 0.52 3.22
C -2.08 -6.06 -4.38
C -1.50 -5.82 -5.75
C -1.26 -4.35 -6.03
C -2.46 -3.50 -5.66
C -2.08 -2.04 -5.76
C -2.58 -1.37 -7.05
H -3.05 -5.69 -4.28
H -1.48 -5.64 -3.58
H -2.17 -7.14 -4.13
H -0.55 -6.44 -5.97
H -2.32 -6.13 -6.40
H -0.89 -4.17 -7.04
H -0.39 -4.00 -5.47
H -3.45 -3.73 -6.06
H -2.68 -3.66 -4.57
H -2.53 -1.46 -4.97
H -1.04 -1.91 -5.79
H -2.30 -0.29 -7.12
H -2.19 -1.95 -7.93
H -3.67 -1.33 -7.05
C -7.39 -1.35 -3.03
C -6.12 -2.07 -3.54
C -4.80 -1.52 -3.06
C -4.49 -1.97 -1.60
C -3.02 -1.64 -1.22
C -2.04 -2.61 -2.01
H -8.24 -1.87 -3.40
H -7.56 -0.38 -3.46
H -7.39 -1.27 -1.97
H -6.18 -3.09 -3.20
H -6.18 -2.12 -4.64
H -4.64 -0.46 -3.16
H -4.08 -1.94 -3.71
H -5.17 -1.36 -1.03
H -4.77 -3.03 -1.39
H -2.79 -0.58 -1.48
H -2.73 -1.66 -0.15
H -0.94 -2.56 -1.78
H -2.28 -3.70 -1.74
H -2.09 -2.58 -3.08
C -1.47 5.23 -1.46
C -0.08 4.79 -1.84
C 0.81 4.91 -0.61
C 0.86 6.37 -0.16
C 1.67 6.53 1.03
C 1.67 7.94 1.56
H -1.98 4.70 -0.59
H -2.01 5.19 -2.39
H -1.42 6.27 -1.08
H -0.12 3.79 -2.23
H 0.34 5.53 -2.59
H 1.81 4.54 -0.85
H 0.39 4.19 0.11
H 1.38 6.93 -1.02
H -0.15 6.78 0.02
H 1.18 6.04 1.91
H 2.72 6.24 0.85
H 1.77 8.72 0.78
H 0.75 8.06 2.11
H 2.46 7.98 2.30
C -3.93 3.43 -4.55
C -3.76 2.10 -3.75
C -4.38 2.18 -2.34
C -5.89 2.29 -2.25
C -6.43 2.50 -0.82
C -6.06 1.40 0.22
H -3.56 4.25 -3.93
H -4.98 3.43 -4.79
H -3.31 3.38 -5.50
H -4.27 1.26 -4.25
H -2.67 1.84 -3.65
H -3.93 3.05 -1.80
H -4.16 1.30 -1.80
H -6.25 3.17 -2.77
H -6.35 1.42 -2.66
H -6.02 3.41 -0.37
H -7.54 2.65 -0.92
H -6.42 1.65 1.23
H -6.35 0.35 -0.10
H -4.96 1.37 0.23
C -6.30 7.25 3.11
C -5.82 8.52 3.49
C -4.48 8.82 3.18
C -3.77 7.94 2.43
C -4.20 6.72 2.07
C -5.47 6.38 2.45
O -5.93 5.07 2.17
O -3.83 9.98 3.48
H -7.27 6.85 3.29
H -6.39 9.30 4.01
H -2.67 8.21 2.21
H -3.55 6.04 1.48
H -6.75 5.05 1.68
H -4.44 10.50 4.13
C 5.78 -2.07 -4.08
C 6.66 -1.01 -3.87
C 6.41 0.22 -4.45
C 5.30 0.37 -5.23
C 4.39 -0.71 -5.46
C 4.60 -1.86 -4.78
O 3.71 -2.88 -4.96
O 7.11 1.35 -3.96
H 5.99 -3.01 -3.59
H 7.50 -1.19 -3.20
H 5.03 1.36 -5.55
H 3.45 -0.62 -5.94
H 3.76 -3.46 -4.14
H 7.97 1.10 -3.64
C -1.40 3.52 2.84
C -0.36 4.02 3.60
C -0.60 4.83 4.70
C -1.98 5.00 5.06
C -3.05 4.53 4.36
C -2.69 3.78 3.19
O -3.61 3.25 2.26
O 0.35 5.36 5.52
H -1.19 2.94 1.94
H 0.68 3.86 3.29
H -2.12 5.66 5.93
H -4.06 4.65 4.66
H -4.52 3.62 2.34
H 1.24 5.22 5.20
C 6.67 -4.62 1.50
C 6.07 -4.02 0.48
C 4.78 -3.51 0.60
C 4.17 -3.66 1.79
C 4.81 -4.10 2.97
C 6.04 -4.65 2.81
O 6.73 -5.12 3.87
O 4.22 -2.90 -0.46
H 7.53 -5.19 1.23
H 6.56 -3.93 -0.49
H 3.19 -3.20 1.84
H 4.34 -4.02 3.91
H 7.64 -5.10 3.64
H 3.36 -2.46 -0.28
C 3.49 -6.51 -1.07
C 2.70 -7.61 -0.75
C 1.56 -7.80 -1.48
C 1.25 -6.93 -2.57
C 2.09 -5.89 -2.89
C 3.22 -5.64 -2.10
O 4.08 -4.60 -2.53
O 0.67 -8.88 -1.13
H 4.37 -6.34 -0.45
H 3.09 -8.23 0.06
H 0.41 -7.16 -3.21
H 1.91 -5.13 -3.60
H 4.23 -3.98 -1.78
H -0.23 -8.59 -1.32
C 0.27 0.36 0.11
C -0.96 0.63 0.70
C -1.43 -0.07 1.81
C -0.76 -1.19 2.13
C 0.41 -1.62 1.46
C 0.96 -0.80 0.50
O 2.11 -1.26 -0.04
O -2.57 0.26 2.52
H 0.72 1.04 -0.60
H -1.41 1.49 0.37
H -1.20 -1.87 2.87
H 0.85 -2.55 1.64
H 2.43 -0.72 -0.82
H -2.85 1.12 2.34
C 7.97 1.26 1.26
C 7.35 1.37 -0.01
C 6.41 0.40 -0.34
C 6.22 -0.68 0.49
C 6.89 -0.88 1.69
C 7.73 0.15 2.10
O 8.36 0.00 3.31
O 5.69 0.48 -1.49
H 8.52 2.05 1.72
H 7.52 2.20 -0.69
H 5.53 -1.50 0.24
H 6.59 -1.79 2.22
H 7.74 -0.39 3.93
H 6.11 0.72 -2.35
C 0.43 1.32 -4.11
C 1.14 0.44 -3.35
C 2.44 0.75 -2.93
C 2.91 2.02 -3.09
C 2.23 2.89 -3.93
C 0.99 2.51 -4.44
O 0.21 3.34 -5.31
O 3.13 -0.22 -2.19
H -0.59 1.11 -4.35
H 0.76 -0.51 -3.07
H 3.74 2.38 -2.58
H 2.60 3.88 -4.21
H 0.65 4.19 -5.36
H 4.10 -0.03 -2.01
```